93
Properties=species:S:1:pos:R:3:lowdin_spin:R:1 method="wB97M-V/def2-TZVPD" s_squared=2.02 total_charge=+1 energy_ev=-63973.8294 lumo_ha="-0.08787 / -0.10331" multiplicity=3
C -1.552 2.388 1.550 0.008
C -2.961 1.119 0.157 0.005
C -2.630 3.189 1.970 0.006
C -4.054 1.905 0.509 0.005
C -3.892 2.947 1.429 -0.006
H -2.454 4.007 2.661 0.001
H -5.022 1.716 0.055 0.001
H -4.746 3.581 1.700 0.000
N -1.786 1.335 0.752 0.145
P 1.110 2.026 0.622 0.095
P -1.898 -1.489 -0.466 0.194
C -0.098 2.652 1.907 0.002
H 0.078 3.723 2.066 0.001
H 0.137 2.153 2.856 0.000
C -2.910 0.071 -0.933 0.004
H -3.905 -0.195 -1.291 0.000
C -1.893 -2.564 -2.048 0.041
C -2.838 -2.363 0.910 0.029
C 1.071 3.382 -0.705 0.016
C 2.808 1.998 1.488 0.021
C -0.543 -2.422 -2.772 0.004
H 0.274 -2.920 -2.233 0.001
H -0.649 -2.882 -3.769 0.000
H -0.272 -1.364 -2.918 0.000
C -2.115 -4.058 -1.743 0.003
H -1.312 -4.485 -1.130 0.001
H -3.087 -4.245 -1.270 0.000
H -2.116 -4.588 -2.709 0.001
C -2.976 -2.130 -3.055 0.010
H -3.107 -2.962 -3.768 0.002
H -3.955 -1.928 -2.605 0.000
H -2.653 -1.256 -3.633 0.000
C -1.998 -3.604 1.328 0.007
H -0.939 -3.524 1.029 0.003
H -2.020 -3.712 2.424 0.000
H -2.405 -4.528 0.896 0.000
C -3.009 -1.418 2.120 0.001
H -2.082 -0.899 2.377 0.001
H -3.788 -0.666 1.938 0.000
H -3.307 -2.014 2.996 0.000
C -4.241 -2.751 0.382 0.013
H -4.446 -2.422 -0.648 0.002
H -4.389 -3.837 0.430 0.001
H -5.008 -2.285 1.020 0.001
C 3.895 1.605 0.461 0.003
H 4.714 1.096 0.995 0.000
H 3.528 0.919 -0.320 0.002
H 4.336 2.488 -0.023 0.000
C 2.820 0.962 2.632 0.001
H 2.008 1.118 3.355 0.000
H 2.782 -0.074 2.271 0.001
H 3.771 1.093 3.172 0.000
C 3.141 3.377 2.111 0.008
H 3.659 3.208 3.067 0.002
H 3.830 3.948 1.477 0.000
H 2.262 3.996 2.335 0.001
C -0.333 3.554 -1.339 0.000
H -0.579 4.628 -1.412 0.000
H -0.363 3.152 -2.359 0.001
H -1.144 3.077 -0.777 0.000
C 2.083 3.037 -1.815 0.003
H 1.982 2.004 -2.181 0.001
H 1.923 3.724 -2.664 0.000
H 3.115 3.194 -1.479 0.000
C 1.449 4.758 -0.125 0.007
H 0.783 5.065 0.692 0.000
H 2.488 4.802 0.214 0.000
H 1.344 5.494 -0.935 0.002
Pt -0.121 0.053 0.028 1.003
C 0.138 -0.718 1.708 0.056
O 0.307 -1.216 2.748 0.005
N -0.700 0.566 -1.955 0.146
C -1.984 0.651 -2.084 0.016
C -2.617 1.286 -3.282 0.008
C -1.846 1.400 -4.448 0.000
C -3.944 1.755 -3.280 -0.001
C -2.416 1.907 -5.626 0.001
H -0.798 1.069 -4.413 0.001
C -4.501 2.290 -4.450 0.001
H -4.534 1.698 -2.362 0.000
C -3.741 2.361 -5.619 -0.002
H -1.818 1.947 -6.538 0.000
H -5.532 2.651 -4.430 0.000
H -4.182 2.778 -6.522 0.000
C 3.509 -2.839 -0.874 0.004
C 2.383 -2.203 -0.082 0.007
O 1.699 -1.201 -0.909 0.098
H 3.105 -3.372 -1.750 0.000
H 4.013 -3.565 -0.229 0.001
H 4.240 -2.094 -1.201 0.000
H 1.591 -2.908 0.181 0.001
H 2.737 -1.710 0.839 0.001
H 2.331 -0.707 -1.472 0.002



90
Properties=species:S:1:pos:R:3:mulliken_charge:R:1 method="wB97M-V/def2-TZVPD" de_lowest_ev=12.906 total_charge=+1 energy_ev=-52767.8394 lumo_ha=-0.12349
C -0.621 2.227 -1.383 -0.716
C -1.322 1.101 -1.324 -0.618
C -2.403 -0.029 -1.799 1.881
C -3.919 0.577 -1.877 -0.694
C -3.857 2.152 -2.226 0.654
C -3.184 2.779 -3.515 -0.310
C -3.118 4.349 -3.770 -0.567
C -3.735 5.351 -2.723 -0.512
C -4.456 4.734 -1.451 -0.737
C -4.521 3.162 -1.198 0.552
C -5.297 2.709 0.158 -0.991
C -2.077 -0.647 -3.255 -0.942
C -0.530 -1.097 -3.268 -0.571
N -0.083 -1.887 -2.066 0.728
C 0.896 -2.927 -2.545 -1.483
I 0.034 -4.596 -3.646 0.255
C 1.859 -3.543 -1.385 0.162
C 3.209 -4.060 -2.169 -1.029
I 0.879 -5.399 -0.683 0.143
C -1.187 -2.397 -1.188 -0.508
C -2.251 -1.246 -0.724 -0.714
C -1.886 -0.671 0.757 0.179
C -2.318 -1.834 1.826 -0.675
C -1.502 -1.742 3.218 -1.041
C -0.003 -2.399 3.126 0.675
C 0.853 -1.759 4.327 -0.701
C 2.325 -2.370 4.549 -0.769
C 2.955 -3.180 3.308 -0.500
C 3.647 -2.274 2.162 -0.502
C 3.026 -0.800 1.971 0.554
C 3.891 -0.064 0.783 -0.546
C 3.833 1.557 0.885 -0.518
C 2.820 2.078 -0.262 0.152
C 2.806 3.703 -0.440 -0.672
C 1.708 4.460 0.480 -0.422
C 1.126 3.589 1.709 -0.594
H -0.051 3.235 -1.477 0.207
H -4.497 0.045 -2.739 0.311
H -4.505 0.339 -0.909 0.447
H -2.704 2.118 -4.319 0.078
H -2.581 4.728 -4.718 0.321
H -3.650 6.489 -2.903 0.333
H -4.903 5.485 -0.702 0.226
H -4.721 1.910 0.747 0.116
H -5.604 3.631 0.786 0.349
H -6.305 2.213 -0.166 0.283
H -2.710 -1.620 -3.351 0.352
H -2.376 0.015 -4.146 0.355
H 0.132 -0.135 -3.300 0.293
H -0.338 -1.624 -4.283 0.488
H 0.475 -1.221 -1.473 0.220
H 1.609 -2.380 -3.292 0.739
H 2.106 -2.812 -0.532 0.053
H 3.495 -3.386 -3.057 0.323
H 4.121 -4.112 -1.472 0.309
H 3.065 -5.128 -2.613 0.354
H -1.810 -3.254 -1.626 0.361
H -0.699 -2.791 -0.203 -0.164
H -3.279 -1.785 -0.597 0.410
H -2.504 0.263 1.031 0.412
H -0.758 -0.484 0.879 -0.252
H -3.434 -1.639 2.085 0.377
H -2.194 -2.879 1.354 0.257
H -2.066 -2.377 4.021 0.387
H -1.461 -0.666 3.664 0.335
H 0.438 -2.252 2.074 -0.597
H -0.111 -3.544 3.321 0.329
H 0.259 -1.936 5.317 0.404
H 0.909 -0.600 4.222 0.253
H 2.387 -3.013 5.521 0.373
H 3.038 -1.467 4.752 0.201
H 3.812 -3.838 3.754 0.432
H 2.228 -3.955 2.822 0.164
H 4.757 -2.121 2.495 0.383
H 3.726 -2.853 1.149 -0.147
H 1.927 -0.794 1.589 -0.788
H 3.099 -0.149 2.934 0.607
H 4.989 -0.410 0.953 0.428
H 3.467 -0.458 -0.216 0.062
H 4.856 2.051 0.702 0.373
H 3.517 1.811 1.960 0.088
H 1.744 1.636 -0.157 -0.497
H 3.204 1.663 -1.286 0.410
H 3.887 4.089 -0.245 0.332
H 2.580 3.984 -1.551 0.247
H 2.213 5.413 0.916 0.305
H 0.816 4.778 -0.182 0.211
H 0.416 4.252 2.357 0.377
H 1.938 3.208 2.443 0.211
H 0.456 2.722 1.308 -0.044



100
Properties=species:S:1:pos:R:3:mulliken_charge:R:1 method="wB97M-V/def2-TZVPD" energy_ev=-81496.6106 lumo_ha=0.01688
C -3.331 3.429 -1.224 -1.437
C -3.469 2.009 -0.667 -0.063
C -2.496 1.747 0.484 -0.597
C -2.129 0.280 0.815 0.839
C -3.302 -0.666 0.527 -1.708
N -0.874 -0.174 0.231 1.264
C -0.772 -0.097 -1.175 -1.957
S -0.095 1.545 -1.752 0.239
C -0.055 1.234 -3.531 -0.524
C -0.505 2.469 -4.333 -1.090
C 0.195 -0.545 1.084 -0.939
I 0.806 1.420 2.084 0.134
C -0.316 -1.484 2.232 0.120
C -0.266 -1.089 3.689 -0.660
C 0.858 -1.342 4.465 -0.099
C 0.894 -1.005 5.810 -1.372
C -0.196 -0.407 6.432 1.108
C -0.160 0.001 7.878 -1.441
C -1.340 -0.194 5.666 -1.158
C -1.372 -0.532 4.324 -0.104
C 1.446 -1.177 0.347 0.018
O 1.070 -2.253 -0.544 -0.267
C 0.573 -3.550 -0.185 -0.118
N 1.232 -4.527 -1.027 -0.517
C -0.945 -3.582 -0.419 0.898
C -1.578 -4.957 -0.715 -1.303
C -2.353 -4.932 -2.007 0.165
C -3.611 -4.337 -2.043 -0.065
C -4.327 -4.251 -3.230 -0.753
C -3.785 -4.764 -4.404 -0.415
C -2.536 -5.367 -4.376 -0.701
C -1.823 -5.449 -3.188 -0.175
B 2.369 -0.222 -0.652 1.265
C 3.353 0.923 -0.255 -0.954
O 2.414 -0.559 -1.979 -0.820
C 2.506 -1.756 1.318 0.046
C 3.718 -2.330 0.586 -1.720
F 2.972 -0.801 2.213 -0.445
H -3.814 4.147 -0.562 0.393
H -3.816 3.494 -2.198 0.378
H -2.280 3.685 -1.345 0.223
H -3.387 1.287 -1.481 0.248
H -4.488 1.908 -0.285 0.406
H -1.586 2.327 0.345 -0.327
H -2.950 2.159 1.390 0.586
H -2.059 0.277 1.899 -0.448
H -3.498 -0.802 -0.535 0.354
H -4.203 -0.226 0.959 0.548
H -3.163 -1.632 1.008 0.366
H -1.757 -0.183 -1.636 0.661
H -0.169 -0.880 -1.614 0.802
H 0.966 0.976 -3.815 0.326
H -0.680 0.372 -3.770 0.461
H -1.260 2.208 -5.070 0.295
H 0.346 2.927 -4.834 0.329
H -0.909 3.228 -3.665 0.220
H 0.214 -2.426 2.167 0.627
H -1.348 -1.736 2.017 0.352
H 1.734 -1.816 4.045 0.220
H 1.786 -1.207 6.388 0.315
H -0.108 1.091 7.943 0.291
H 0.720 -0.387 8.385 0.356
H -1.067 -0.302 8.398 0.360
H -2.211 0.249 6.133 0.385
H -2.291 -0.364 3.774 0.503
H 0.788 -3.860 0.838 0.235
H 2.139 -4.757 -0.644 0.337
H 1.393 -4.124 -1.944 0.327
H -1.121 -2.929 -1.277 -0.064
H -1.465 -3.125 0.413 -0.689
H -2.304 -5.174 0.073 0.433
H -0.848 -5.759 -0.706 0.625
H -4.037 -3.928 -1.134 0.358
H -5.297 -3.773 -3.256 0.389
H -4.344 -4.690 -5.327 0.383
H -2.118 -5.754 -5.295 0.376
H -0.841 -5.905 -3.173 0.396
H 3.036 1.813 -0.801 0.127
H 3.450 1.181 0.791 0.267
H 4.346 0.680 -0.646 0.359
H 1.572 -0.865 -2.324 0.405
H 2.089 -2.551 1.938 0.741
H 4.150 -3.123 1.197 0.437
H 3.458 -2.762 -0.375 0.280
H 4.486 -1.565 0.491 0.405
C 4.555 6.936 -2.650 -0.975
C 4.557 6.873 -1.136 -0.356
O 3.261 6.550 -0.584 -0.302
S 2.786 5.034 -0.677 1.286
C 1.435 5.154 0.436 -0.577
O 3.816 4.205 -0.129 -0.665
O 2.296 4.772 -1.996 -0.608
H 4.381 5.955 -3.089 0.287
H 5.520 7.304 -3.000 0.391
H 3.770 7.603 -3.004 0.258
H 5.291 6.157 -0.763 0.317
H 4.797 7.845 -0.711 0.285
H 1.813 5.379 1.429 0.347
H 0.928 4.190 0.433 -0.122
H 0.764 5.933 0.084 0.378



105
Properties=species:S:1:pos:R:3:mulliken_charge:R:1 method="wB97M-V/def2-TZVPD" total_charge=+1 energy_ev=-66783.3997 lumo_ha=-0.15615
C -2.183 3.697 -0.105 0.100
C -1.390 2.632 -0.091 -0.145
C -0.767 1.141 0.148 0.224
N -1.565 0.523 1.261 0.435
C -2.391 -0.373 0.685 -1.093
C -2.298 -0.594 -0.942 0.709
C -3.528 0.332 -1.447 -1.139
C -3.202 1.129 -2.846 -0.130
N -4.494 1.499 -3.514 -0.605
N -2.234 -2.040 -1.334 0.757
C -3.167 -2.386 -2.432 0.450
O -2.819 -2.542 -3.649 -0.396
F -4.584 -2.627 -2.169 -0.247
C -2.332 -2.963 -0.179 0.485
O -3.391 -3.347 0.389 -0.452
F -1.081 -3.460 0.380 -0.207
C -0.820 0.109 -1.123 0.004
C 0.494 -0.797 -0.843 -0.990
C 0.876 -1.822 -2.020 0.309
C 0.303 -1.824 -3.487 -0.415
C 0.762 -2.950 -4.509 -0.635
C 1.768 -4.098 -4.105 -0.458
C 2.376 -4.107 -2.651 -0.730
C 1.916 -2.983 -1.648 0.699
C 2.531 -3.025 -0.156 -1.085
H -2.938 4.561 0.165 -0.899
H 0.313 1.373 0.503 0.505
H -1.471 0.769 2.269 0.174
H -3.077 -0.877 1.457 0.489
H -3.646 1.174 -0.645 0.290
H -4.546 -0.200 -1.495 0.440
H -2.467 0.550 -3.518 0.095
H -2.696 2.141 -2.558 0.361
H -4.944 0.680 -3.961 0.228
H -4.383 2.287 -4.170 0.269
H -0.594 0.584 -2.151 0.667
H 1.396 -0.081 -0.663 0.681
H 0.331 -1.391 0.140 0.208
H -0.450 -0.989 -3.759 0.164
H 0.319 -2.947 -5.567 0.337
H 2.071 -4.928 -4.849 0.351
H 3.116 -4.913 -2.272 0.528
H 2.664 -1.965 0.306 0.224
H 3.607 -3.475 -0.191 0.297
H 1.853 -3.653 0.552 0.216
C 6.850 -4.313 -2.248 -0.015
O 5.975 -4.603 -1.449 -0.531
N 6.637 -3.841 -3.512 0.192
C 7.727 -3.514 -4.409 -0.940
C 5.273 -3.662 -3.967 -0.841
H 7.918 -4.414 -1.997 0.282
H 7.657 -2.458 -4.685 0.337
H 7.645 -4.132 -5.308 0.339
H 8.694 -3.697 -3.936 0.292
H 4.766 -2.958 -3.302 0.312
H 4.755 -4.622 -3.923 0.214
H 5.255 -3.280 -4.990 0.374
C 0.281 2.143 4.503 0.013
O -0.587 2.022 3.649 -0.612
N 1.019 1.124 5.029 0.132
C 2.032 1.350 6.042 -0.925
C 0.784 -0.228 4.562 -0.812
H 0.538 3.127 4.925 0.308
H 2.998 1.008 5.661 0.345
H 1.772 0.780 6.938 0.339
H 2.103 2.408 6.299 0.298
H 0.962 -0.269 3.484 0.191
H -0.258 -0.496 4.756 0.271
H 1.445 -0.930 5.071 0.368
C 3.913 -7.650 1.309 0.078
O 3.447 -6.527 1.213 -0.585
N 5.220 -7.986 1.089 0.156
C 5.700 -9.346 1.223 -0.929
C 6.158 -6.946 0.710 -0.775
H 3.287 -8.512 1.591 0.280
H 6.480 -9.375 1.988 0.329
H 6.115 -9.673 0.266 0.325
H 4.891 -10.021 1.512 0.302
H 6.182 -6.185 1.495 0.263
H 5.818 -6.482 -0.219 0.185
H 7.157 -7.362 0.570 0.366
C -5.114 4.890 1.044 0.200
O -5.003 5.112 -0.154 -0.642
N -6.141 5.315 1.834 0.166
C -6.201 5.010 3.249 -0.936
C -7.206 6.099 1.240 -0.988
H -4.360 4.303 1.594 0.200
H -7.116 4.446 3.453 0.379
H -6.214 5.945 3.814 0.328
H -5.339 4.417 3.560 0.279
H -7.677 5.516 0.444 0.313
H -6.781 7.007 0.805 0.298
H -7.951 6.366 1.991 0.389
C -3.613 8.673 2.471 0.062
O -3.605 7.607 3.063 -0.579
N -2.970 8.927 1.292 0.172
C -3.026 10.224 0.647 -0.941
C -2.207 7.866 0.665 -0.776
H -4.162 9.545 2.860 0.310
H -3.464 10.108 -0.348 0.336
H -2.011 10.620 0.555 0.332
H -3.632 10.924 1.225 0.300
H -2.873 7.024 0.456 0.111
H -1.426 7.533 1.354 0.310
H -1.753 8.216 -0.264 0.384